Entry from the OMol25 dataset: C15H28CsN9OS4 as an isolated structure in a non-equilibrium geometry (wB97M-V/def2-TZVPD).

Cartesian coordinates (Å):
1 Cs 1.5278 -0.2592 -0.4034
2 N -1.5466 1.5294 -0.8717
3 C -2.9131 1.1161 -1.1349
4 C -3.3447 -0.0100 -0.2019
5 N -2.5717 -1.2246 -0.3279
6 C -2.9166 -1.9618 -1.5242
7 C -1.8639 -2.9732 -1.9658
8 N -0.5407 -2.3657 -1.9535
9 C -2.6162 -2.0551 0.8599
10 C -1.8730 -1.4998 2.0702
11 N -0.4490 -1.4224 1.8403
12 H -1.4631 1.8777 0.0821
13 H -1.2766 2.2934 -1.4794
14 H -2.9854 0.7975 -2.1784
15 H -3.6521 1.9263 -1.0042
16 H -4.4277 -0.2032 -0.3613
17 H -3.2536 0.3583 0.8209
18 H -3.0332 -1.2460 -2.3402
19 H -3.8975 -2.4724 -1.4177
20 H -2.1624 -3.3274 -2.9623
21 H -1.8678 -3.8495 -1.3087
22 H -0.6275 -1.3907 -2.2282
23 H 0.0506 -2.7859 -2.6622
24 H -2.1627 -3.0163 0.6098
25 H -3.6675 -2.2756 1.1479
26 H -2.1546 -2.1245 2.9360
27 H -2.2241 -0.4940 2.3119
28 H -0.0116 -2.3359 1.8853
29 H 0.0208 -0.8380 2.5356
30 S 1.1815 0.6767 4.0560
31 S 3.2165 0.7762 3.5412
32 S 3.7529 -1.0770 2.7813
33 S 4.4618 -0.9030 0.8084
34 N 4.0184 -0.4060 -3.2225
35 C 2.6857 -0.5400 -3.5473
36 O 1.8360 0.0979 -2.9029
37 C 2.3543 -1.4428 -4.6162
38 C 3.3593 -2.1583 -5.2840
39 N 4.2211 -2.7226 -5.8157
40 C 1.0164 -1.6029 -5.0044
41 N -0.0830 -1.7515 -5.3372
42 H 4.2060 -0.0368 -2.3002
43 H 4.6451 -1.1345 -3.5257
44 C 2.1032 4.3541 2.9014
45 C 0.7377 4.2849 2.3060
46 C -0.0485 5.2025 1.6269
47 C -1.2331 4.5091 1.3232
48 N -1.1727 3.2579 1.7610
49 N 0.0267 3.1467 2.3507
50 C -2.4359 4.9872 0.5776
51 H 2.2503 5.2971 3.4299
52 H 2.8736 4.2699 2.1328
53 H 2.2466 3.5263 3.5948
54 H 0.2033 6.2238 1.3921
55 H 0.3253 2.2674 2.8185
56 H -2.7948 5.9450 0.9602
57 H -3.2398 4.2570 0.6710
58 H -2.2217 5.1181 -0.4861

Atomic forces in eV per Å
-0.77 -0.08 1.78
0.11 0.03 0.08
-0.09 0.03 -0.02
-0.13 0.05 0.01
0.07 -0.02 0.02
-0.05 -0.05 -0.07
-0.04 -0.01 0.02
0.14 0.05 -0.12
-0.10 -0.05 0.03
-0.07 0.04 0.09
0.19 -0.04 0.02
0.00 0.00 -0.01
0.00 -0.04 -0.05
-0.01 0.01 0.01
0.02 -0.03 -0.02
0.04 0.00 -0.01
0.05 0.02 -0.01
0.01 0.02 0.00
0.04 -0.01 0.01
-0.01 0.01 0.02
0.01 0.01 0.00
0.04 0.01 0.01
-0.06 -0.02 -0.02
0.03 0.00 0.00
0.03 0.04 0.00
0.01 0.00 -0.05
-0.01 0.00 -0.02
-0.03 -0.01 -0.01
0.00 -0.02 0.01
0.24 0.13 -0.10
-0.36 -0.05 0.07
0.21 -0.05 -0.51
0.23 -0.05 0.49
0.02 -0.03 -0.04
-0.03 -0.05 0.15
0.25 0.20 -1.63
0.18 0.19 0.21
0.15 -0.13 -0.22
-0.01 0.00 0.04
-0.30 -0.02 -0.16
0.01 -0.02 0.04
-0.04 -0.03 -0.04
0.01 0.02 0.00
0.05 0.05 -0.03
-0.10 -0.14 -0.09
0.09 0.03 0.15
0.02 -0.04 -0.13
-0.11 -0.02 0.07
0.09 0.16 -0.04
-0.06 0.01 -0.05
-0.01 0.00 0.00
-0.01 -0.01 0.00
0.01 0.01 0.02
-0.01 0.03 0.01
0.03 -0.12 0.08
0.02 0.00 0.02
0.01 -0.01 0.00
0.00 0.00 0.00

Values from the calculation:
- Spin multiplicity: 1
- Energy above the lowest of the compared OMol25 structures with the same formula, charge and spin: 0.00 kcal/mol
- Orbital gap: 4.76 eV
- E: -75360.58452 eV
- HOMO: -0.907 eV
- Net charge: -2